DFT (wB97M-V/def2-TZVPD) results for a molecular structure, C8H21ClIO5OsP2 in a non-equilibrium geometry.

Geometry as XYZ:
```
39
Properties=species:S:1:pos:R:3:lowdin_charge:R:1
C 2.735 0.455 -2.179 -0.29
I 3.476 0.905 -0.009 1.15
H 1.658 0.393 -2.389 0.01
H 3.270 -0.439 -2.496 0.04
H 3.203 1.310 -2.666 0.03
Os 1.136 0.412 0.174 0.90
P 0.008 -2.178 -0.569 0.62
C 1.228 -2.697 0.634 -0.17
C -1.419 -3.184 -0.152 -0.12
H -1.302 -4.221 -0.496 0.10
H 0.887 -3.517 -2.295 0.10
H -2.324 -2.753 -0.590 0.09
H -0.024 -2.114 -2.960 0.10
H 0.874 -2.505 1.657 0.07
H -1.505 -3.123 0.940 0.04
C 0.695 -2.440 -2.194 -0.13
H 1.262 -3.777 0.448 0.10
H 1.638 -1.885 -2.326 0.03
H 2.217 -2.255 0.450 0.05
P -0.319 2.098 0.162 0.72
C 0.365 3.239 1.437 -0.19
C -0.125 2.857 -1.504 -0.17
H -2.724 1.538 -0.118 0.07
H -2.468 3.298 0.027 0.10
H -2.409 2.256 1.486 0.05
C -2.147 2.313 0.415 -0.17
H -0.799 2.345 -2.206 0.09
H -0.383 3.924 -1.474 0.10
H -0.024 4.255 1.305 0.10
H 1.457 3.217 1.340 0.04
H 0.911 2.721 -1.836 0.04
H 0.057 2.840 2.413 0.07
C 0.923 0.109 2.030 -0.33
O 0.916 -0.208 3.156 0.23
O -2.018 0.615 3.094 -0.36
Cl -2.570 -0.583 2.347 1.02
O -1.867 -1.838 2.817 -0.33
O -4.053 -0.709 2.557 -0.22
O -0.434 -0.676 -0.435 -0.58
```

The value obtained for the relative energy (zero: lowest compared OMol25 entry of this formula, charge and spin) is 1.264 eV. Its net charge is +3. Its highest occupied orbital energy (spin up / spin down) is -18.7 / -20.5 eV. Its HOMO-LUMO gap (spin up / spin down) is 5.85 / 5.24 eV. Its spin multiplicity is 5.

DFT (wB97M-V/def2-TZVPD) results for C4H4OS in the gas phase in a non-equilibrium geometry.

Geometry as XYZ:
```
10
Properties=species:S:1:pos:R:3:lowdin_charge:R:1
O 2.150 -0.167 0.101 0.01
C 0.942 -0.127 -0.034 -0.72
C 0.460 1.315 -0.105 -0.12
C -0.868 1.489 0.030 -0.09
C -1.575 0.052 0.024 -0.50
S -0.410 -1.234 -0.035 1.00
H 1.163 2.256 -0.310 0.16
H -1.105 2.567 0.183 0.11
H -2.427 -0.197 -0.625 0.08
H -2.030 0.079 1.013 0.07
```

The value obtained for the relative energy (zero: lowest compared OMol25 entry of this formula, charge and spin) is 1.352 eV. Its SMILES is O=C1C=CCS1. Its highest occupied orbital energy is -9.7 eV. Its HOMO-LUMO gap is 10.34 eV.

DFT (wB97M-V/def2-TZVPD) results for C35H29BF6O4 in the gas phase in a non-equilibrium geometry.

Geometry as XYZ:
```
75
Properties=species:S:1:pos:R:3:lowdin_charge:R:1
C -4.605 -3.232 2.725 -0.02
C -3.388 -2.436 2.692 -0.32
C -2.323 -2.328 3.540 0.01
C -1.373 -1.488 2.895 0.03
C -1.895 -1.142 1.672 -0.22
B 0.277 0.004 0.714 -0.54
C 0.719 0.677 2.055 -0.14
C 0.376 1.842 2.711 -0.03
C 1.291 2.031 3.799 -0.01
C 2.119 0.931 3.785 -0.33
C 3.179 0.498 4.673 -0.03
O 1.786 0.106 2.747 0.05
C 0.905 -1.447 0.695 -0.15
C 0.363 -2.703 0.531 -0.03
C 1.459 -3.622 0.413 -0.01
C 2.606 -2.869 0.497 -0.33
C 4.009 -3.186 0.340 -0.02
O 2.279 -1.552 0.669 0.06
C -1.432 -0.184 0.656 -0.18
C -2.027 -0.534 -0.672 0.13
C -2.989 0.406 -0.995 0.04
C -3.085 1.301 0.072 -0.25
C -4.011 2.399 0.262 0.03
O -2.137 1.081 0.998 0.10
O -3.158 -1.673 1.577 0.08
H -4.923 -3.341 3.767 0.09
H -5.413 -2.788 2.143 0.09
H -4.410 -4.244 2.345 0.09
H -2.193 -2.792 4.511 0.12
H -0.400 -1.181 3.272 0.13
H -0.436 2.514 2.463 0.10
H 1.318 2.857 4.504 0.11
H 3.764 1.365 4.995 0.09
H 2.754 0.059 5.584 0.09
H 3.842 -0.232 4.202 0.09
H -0.685 -2.993 0.483 0.11
H 1.403 -4.698 0.277 0.11
H 4.192 -4.176 0.772 0.09
H 4.267 -3.250 -0.728 0.08
H 4.650 -2.445 0.827 0.09
H -1.812 -1.461 -1.205 0.14
H -3.569 0.486 -1.918 0.14
H -4.393 2.712 -0.718 0.11
H -4.868 2.059 0.861 0.12
H -3.541 3.252 0.759 0.10
F -1.473 5.958 -3.710 0.12
C -2.342 5.113 -3.068 -0.52
F -3.029 5.868 -2.161 0.11
F -3.250 4.690 -4.000 0.11
C -1.626 3.955 -2.433 -0.14
C -1.366 3.970 -1.067 -0.01
C -0.629 2.934 -0.510 -0.01
C -0.242 1.824 -1.270 -0.14
C 0.609 0.736 -0.609 -0.10
C 1.423 -0.053 -1.660 -0.17
C 0.881 -1.081 -2.424 -0.02
C 1.689 -1.830 -3.282 0.01
C 3.022 -1.471 -3.436 -0.14
C 3.927 -2.277 -4.325 -0.52
F 4.874 -2.943 -3.581 0.10
F 3.263 -3.220 -5.051 0.11
F 4.608 -1.495 -5.220 0.11
C 3.560 -0.380 -2.760 0.00
C 2.756 0.313 -1.865 0.00
C -0.538 1.836 -2.639 -0.01
C -1.206 2.901 -3.230 0.00
H -1.730 4.782 -0.440 0.13
H -0.329 3.016 0.534 0.11
H 1.402 1.319 -0.100 0.15
H -0.175 -1.329 -2.329 0.10
H 1.285 -2.687 -3.819 0.12
H 4.599 -0.093 -2.918 0.13
H 3.183 1.144 -1.298 0.13
H -0.246 0.999 -3.271 0.11
H -1.394 2.918 -4.303 0.13
```

Its highest occupied orbital energy is -7.3 eV. Its HOMO-LUMO gap is 5.85 eV.